Computed, not measured: an isolated ion of composition C5H15N2 and charge +1 at a distorted geometry, with wB97M-V/def2-TZVPD.

Geometry as XYZ:
```
22
Properties=species:S:1:pos:R:3
H -1.86 -1.78 0.43
H 0.60 1.65 2.64
H 0.08 -1.90 -2.52
H -1.86 -2.26 -1.31
C 0.81 0.88 0.59
N -0.37 -0.84 -0.74
H -1.32 0.67 0.31
C -0.42 0.57 -0.27
H -0.39 1.22 -1.14
H 1.40 2.72 1.63
H -2.53 -0.77 -0.77
C 0.05 -0.88 -2.16
H 0.88 -1.15 0.64
H -0.54 -0.23 -2.79
H 1.08 -0.51 -2.20
C -1.70 -1.47 -0.59
C 0.61 1.99 1.61
H 0.68 -0.58 2.16
H 2.20 -0.50 1.48
H 1.74 1.06 0.08
N 1.21 -0.41 1.31
H -0.35 2.52 1.62
```

Calculated values
LUMO level = -3.16 eV
net charge = +1
Kohn-Sham gap = 10.2 eV
energy above the lowest of the compared OMol25 structures with the same formula, charge and spin = 102.92 kJ/mol
SMILES = C[C@@H]([NH3+])CN(C)C
multiplicity = 1

Atomic partial charges in e from the Mulliken method, atoms 1 to 6: number 1, H, carries 0.33; number 2, H, carries 0.38; number 3, H, carries 0.38; number 4, H, carries 0.33; number 5, C, carries 0.14; number 6, N, carries -0.10